No. 1
C48H78InN15O7PS2 | ωB97M-V/def2-TZVPD

```
! RIJCOSX wB97M-V def2-TZVPD def2/J DEFGRID3
* xyz -1 1
C 3.3316 -4.2651 0.1327
O 4.3802 -3.3000 0.0628
C 5.5919 -3.8599 -0.3908
C 6.5586 -2.7563 -0.7767
C 6.6009 -1.6425 0.2634
C 7.0374 -0.2740 -0.3341
C 5.7309 0.5001 -0.6011
C 5.1480 1.0879 0.7108
C 4.7019 2.5546 0.5002
C 3.3987 2.6724 -0.3619
C 2.1640 2.5374 0.5841
In 0.4158 1.4387 -0.2672
C -1.1395 1.3819 1.3718
C -2.5953 1.4219 0.8676
C -3.2275 0.0207 0.9605
S -4.9968 0.1936 1.3220
C -5.6445 -1.4470 1.1786
S -4.7545 -2.7249 1.7059
N -6.8883 -1.6415 0.5873
C -7.6467 -2.7610 0.7301
C -8.7372 -2.5422 -0.0325
N -8.6529 -1.3012 -0.5969
C -7.5527 -0.7642 -0.2346
C -0.5249 2.4305 -2.0882
C -1.2823 1.4265 -2.8395
O -0.8774 0.9004 -3.8514
O -2.5730 1.0779 -2.3788
C -2.9003 -0.2279 -2.5710
C -4.2930 -0.4604 -3.0961
O -2.1812 -1.1591 -2.3184
C 0.9620 -0.6651 -0.9566
P 1.8604 -0.7266 -2.4898
O 3.1367 -1.4489 -2.3176
O 1.0345 -1.5017 -3.6525
O 2.0907 0.7706 -3.0475
H 2.6113 -3.9614 -0.6300
H 2.8556 -4.1476 1.1078
H 3.7071 -5.2731 -0.0365
H 6.0444 -4.5259 0.3633
H 5.3608 -4.4895 -1.2608
H 7.5684 -3.1695 -0.8492
H 6.2985 -2.3656 -1.7615
H 5.6386 -1.4664 0.7375
H 7.2917 -1.9208 1.0661
H 7.6766 0.2269 0.3945
H 7.5528 -0.4474 -1.2822
H 5.9014 1.2700 -1.3513
H 5.0164 -0.2468 -0.9524
H 4.2460 0.5143 0.9439
H 5.8366 0.9382 1.5455
H 5.5201 3.1072 0.0264
H 4.5208 2.9990 1.4813
H 3.4126 3.6866 -0.7650
H 3.4689 1.8865 -1.1115
H 1.8873 3.5177 0.9796
H 2.5102 1.9500 1.4480
H -0.9639 2.2961 1.9411
H -0.9296 0.5357 2.0284
H -2.7315 1.8700 -0.1130
H -3.1665 2.0474 1.5722
H -3.0723 -0.5389 0.0384
H -2.7029 -0.5133 1.7465
H -7.4279 -3.6243 1.3195
H -9.5355 -3.2503 -0.1581
H -7.1750 0.2060 -0.4918
H 0.2039 2.8182 -2.7896
H -1.2338 3.2185 -1.8125
H -5.0470 0.0417 -2.4907
H -4.5376 -1.5169 -3.0524
H -4.3350 -0.1697 -4.1466
H 0.0028 -1.1720 -1.0302
H 1.6225 -1.1054 -0.2173
H 0.0919 -1.5471 -3.4444
H 2.5646 0.7445 -3.8842
C 8.5388 5.6340 0.2123
C 7.8723 4.4983 -0.4205
N 7.3355 3.6093 -0.9118
H 7.7996 6.3830 0.4913
H 9.0663 5.3012 1.1038
H 9.2534 6.0747 -0.4803
C 6.4883 -5.9480 3.5867
C 7.3178 -4.7762 3.8689
N 7.9684 -3.8549 4.0933
H 5.6245 -5.6593 2.9934
H 7.0675 -6.6878 3.0352
H 6.1448 -6.3856 4.5190
C -3.5641 1.8207 -6.6522
C -5.0051 2.0411 -6.4780
N -6.1332 2.2191 -6.3473
H -3.0720 1.7793 -5.6808
H -3.3939 0.8819 -7.1751
H -3.1357 2.6343 -7.2332
C -7.0729 -1.8232 -5.8553
C -6.9366 -2.5703 -4.6033
N -6.8212 -3.1603 -3.6234
H -6.6661 -2.4123 -6.6752
H -8.1228 -1.6175 -6.0515
H -6.5311 -0.8807 -5.7962
C 10.4779 2.3706 -2.4431
C 11.2733 3.5576 -2.1264
N 11.8914 4.4939 -1.8731
H 9.5961 2.6591 -3.0110
H 11.0685 1.6725 -3.0330
H 10.1596 1.8816 -1.5245
C 4.7599 3.8951 4.8743
C 4.1115 2.7625 4.2190
N 3.5970 1.8740 3.7034
H 4.0129 4.6342 5.1566
H 5.2821 3.5560 5.7668
H 5.4753 4.3529 4.1934
C -12.4633 -3.0092 -2.6862
C -12.4165 -3.8960 -1.5256
N -12.3740 -4.5913 -0.6104
H -11.9506 -3.4771 -3.5256
H -13.4916 -2.8159 -2.9590
H -11.9759 -2.0660 -2.4506
C 5.3877 5.4704 -3.7503
C 4.8467 6.2250 -2.6211
N 4.4209 6.8249 -1.7375
H 5.6864 6.1559 -4.5413
H 6.2550 4.8981 -3.4250
H 4.6354 4.7857 -4.1364
C -2.2376 -0.4621 4.8929
C -1.4796 0.7226 5.2883
N -0.8848 1.6563 5.5996
H -3.1172 -0.1744 4.3161
H -1.6146 -1.1103 4.2850
H -2.5588 -1.0055 5.7773
C 3.6257 -2.3204 4.4703
C 4.0386 -3.6542 4.9176
N 4.3690 -4.6986 5.2683
H 3.7116 -2.2387 3.3876
H 2.5909 -2.1437 4.7590
H 4.2596 -1.5692 4.9359
C -16.9763 -1.3537 -3.6677
C -15.6659 -1.0819 -3.0798
N -14.6359 -0.8681 -2.6156
H -16.9080 -1.3175 -4.7529
H -17.3187 -2.3409 -3.3641
H -17.6929 -0.6081 -3.3301
C -1.8419 -4.8454 5.1634
C -1.0813 -3.6630 5.5626
N -0.4882 -2.7294 5.8768
H -2.7165 -4.5440 4.5889
H -1.2192 -5.4937 4.5506
H -2.1651 -5.3913 6.0473
C -2.6529 4.5511 6.6123
C -3.9337 5.1648 6.9639
N -4.9403 5.6474 7.2404
H -2.7456 3.4677 6.6099
H -2.3435 4.8803 5.6229
H -1.8943 4.8397 7.3364
*
```

Computed properties:
* LUMO level: 1.225 eV
* Kohn-Sham gap: 6.2 eV
* molar mass: 1187.2 g/mol
* DFT total energy: -4551.66268 Ha

Mulliken atomic charge list, values in e, 6 entries:
1. C -0.99
2. O 0.07
3. C -0.80
4. C -0.70
5. C -0.15
6. C -1.26

---

No. 2
C48H79ClN11OTeTi | ωB97M-V/def2-TZVPD

```
! RIJCOSX wB97M-V def2-TZVPD def2/J DEFGRID3
* xyz 2 2
Ti 1.3583 1.2971 -0.0205
C -0.2400 0.9963 -4.5154
N 0.9465 0.8516 -3.6994
C 1.2138 -0.4930 -3.2325
C 1.5051 1.9028 -3.0540
N 2.0756 1.7073 -1.8797
C 3.2393 2.4938 -1.5068
C 4.3058 1.4439 -1.1889
N 3.8239 0.5680 -0.1079
C 4.2854 1.0789 1.1883
C 3.1575 1.0057 2.2219
N 2.1108 1.9594 1.8747
C 1.9667 3.0387 2.6140
N 2.7943 3.4463 3.6248
C 4.2430 3.4953 3.6245
C 2.2180 4.0732 4.8033
N 0.8832 3.8470 2.4100
C -0.4819 3.3622 2.4869
C 1.0597 5.2857 2.4296
C 4.3042 -0.8102 -0.3978
C 4.3652 -1.8468 0.7348
N 3.0559 -2.3021 1.1069
C 2.8578 -3.3361 1.8570
N 3.7617 -3.9274 2.7047
C 4.7375 -3.1813 3.4571
C 3.8992 -5.3625 2.8060
N 1.6196 -3.9096 1.8193
C 1.0025 -4.5567 2.9510
C 0.8501 -3.9222 0.6020
N 1.5534 3.0919 -3.7154
C 1.3980 4.3590 -3.0320
C 1.7419 3.1804 -5.1476
H -1.0533 0.4108 -4.0730
H -0.0634 0.6311 -5.5291
H -0.5498 2.0367 -4.5578
H 0.9007 -1.1916 -4.0041
H 0.6797 -0.7049 -2.2987
H 2.2838 -0.6093 -3.0647
H 3.0394 3.1257 -0.6230
H 3.5914 3.1294 -2.3277
H 5.2621 1.9197 -0.9370
H 4.4597 0.8542 -2.0977
H 4.5747 2.1264 1.0646
H 5.1653 0.5340 1.5458
H 3.5445 1.1806 3.2289
H 2.7381 -0.0012 2.1841
H 4.6462 3.2867 2.6395
H 4.6701 2.7941 4.3477
H 4.5582 4.5040 3.9089
H 1.1394 3.9498 4.8210
H 2.4558 5.1388 4.8629
H 2.6267 3.5878 5.6900
H -0.7049 2.6648 1.6793
H -1.1513 4.2163 2.4196
H -0.6610 2.8522 3.4386
H 2.1198 5.5239 2.3702
H 0.6379 5.7580 3.3210
H 0.5693 5.7039 1.5480
H 5.3328 -0.7445 -0.7845
H 3.6519 -1.2104 -1.1822
H 4.9422 -1.4485 1.5747
H 4.9509 -2.6857 0.3280
H 4.4363 -2.1382 3.5290
H 5.7393 -3.2462 3.0181
H 4.7876 -3.5913 4.4680
H 3.2533 -5.8578 2.0869
H 3.6620 -5.7186 3.8115
H 4.9334 -5.6394 2.5853
H 1.5626 -4.3503 3.8590
H 0.9306 -5.6411 2.8161
H -0.0124 -4.1639 3.0740
H 1.4169 -3.4124 -0.1721
H 0.6622 -4.9555 0.2934
H -0.1084 -3.4234 0.7396
H 1.1287 4.1920 -1.9902
H 0.5962 4.9235 -3.5117
H 2.3032 4.9662 -3.0816
H 2.0108 2.2051 -5.5453
H 2.5594 3.8777 -5.3472
H 0.8519 3.5517 -5.6615
C -1.7991 3.2335 -1.1919
C -0.6007 2.3934 -0.8322
O 0.4200 2.9762 -0.2486
N -0.4554 1.1404 -1.0164
Te -2.6124 -0.1007 -1.8385
C -3.1145 -1.6419 -3.3143
C -3.8775 -1.2641 -4.4243
C -4.2270 0.1511 -4.7872
C -4.3313 -2.2513 -5.2928
C -4.0363 -3.5926 -5.1117
C -4.5492 -4.6451 -6.0393
C -3.1933 -3.9255 -4.0608
C -2.7027 -2.9698 -3.1863
C -1.6872 -3.4186 -2.1826
C -4.0215 -0.5348 -0.2413
C -3.7466 -1.3672 0.8379
C -2.5771 -2.2931 0.8811
C -4.5962 -1.3584 1.9375
C -5.7149 -0.5458 1.9903
C -6.5820 -0.5002 3.2062
C -6.0079 0.2243 0.8700
C -5.1841 0.2459 -0.2449
C -5.5745 1.0770 -1.4297
H -1.5461 4.2886 -1.1127
H -2.6098 3.0149 -0.4973
H -2.1322 3.0086 -2.2034
H -3.7391 0.8794 -4.1398
H -5.3047 0.3038 -4.7385
H -3.9194 0.3398 -5.8153
H -4.9314 -1.9480 -6.1391
H -5.1662 -4.2183 -6.8249
H -5.1430 -5.3754 -5.4917
H -3.7209 -5.1818 -6.4999
H -2.8962 -4.9546 -3.9257
H -0.9940 -4.1102 -2.6565
H -2.1637 -3.9450 -1.3587
H -1.1211 -2.5672 -1.8021
H -1.8584 -2.0100 0.1177
H -2.9087 -3.3158 0.7044
H -2.1012 -2.2571 1.8576
H -4.3528 -1.9956 2.7746
H -6.1974 -1.1545 3.9840
H -7.5966 -0.8090 2.9621
H -6.6332 0.5147 3.5980
H -6.8999 0.8331 0.8695
H -6.5827 1.4652 -1.3077
H -5.5516 0.4694 -2.3334
H -4.8994 1.9258 -1.5623
Cl -2.4465 0.6777 5.7580
C -1.5622 0.3040 4.3176
C -2.0967 0.6266 3.0768
C -1.3761 0.3504 1.9322
C -0.1055 -0.2436 1.9749
C 0.6421 -0.5055 0.7376
C 0.3748 -0.6125 3.2395
C -0.3335 -0.3386 4.3955
H -3.0686 1.0902 3.0166
H -1.8097 0.5928 0.9709
H -0.0170 -0.9491 -0.0130
H 1.4967 -1.1753 0.8966
H 1.2999 -1.1640 3.3187
H 0.0613 -0.6338 5.3559
*
```

Computed properties:
* <S²>: 0.76
* LUMO level (alpha / beta): -4.457 / -6.542 eV
* ΔE to the lowest compared entry with this formula, charge and spin: 44.9 kJ/mol
* Kohn-Sham gap (alpha / beta): 7.7 / 5.6 eV
* molar mass: 1037.2 g/mol
* DFT total energy: -4131.15300 Ha

Mulliken atomic charge list, values in e, 6 entries:
1. Ti -1.89
2. C -0.69
3. N 0.24
4. C -1.17
5. C -0.10
6. N 1.06